Entry 1:
{"formula": "C6H13F9SSb", "method": "wB97M-V/def2-TZVPD", "elements": ["F", "C", "F", "C", "C", "C", "C", "Sb", "C", "F", "F", "S", "F", "F", "F", "F", "F", "H", "H", "H", "H", "H", "H", "H", "H", "H", "H", "H", "H", "H"], "coordinates": [[-1.3720, 1.6837, -0.0152], [-0.8042, 1.7224, -1.2303], [-1.0611, 2.9855, -1.7298], [0.7000, 1.5301, -1.2132], [1.3583, 0.5868, -0.1990], [1.2876, 1.0337, 1.2791], [0.3750, 0.2012, 2.1754], [1.1132, -1.8485, 2.6605], [-1.6756, 0.8366, -2.1928], [-1.2244, 1.0345, -3.4369], [-2.9277, 1.2787, -2.1373], [-1.7212, -1.0471, -1.9373], [-1.2168, -0.9088, -0.4543], [-3.2195, -1.0269, -1.4237], [-2.2629, -1.2333, -3.4303], [-0.2184, -1.1105, -2.4738], [-1.7082, -2.6136, -1.7882], [1.0899, 2.5412, -1.0430], [0.9865, 1.2578, -2.2349], [2.4101, 0.5499, -0.5072], [1.0022, -0.4402, -0.2897], [2.3016, 0.9654, 1.6987], [1.0207, 2.1027, 1.3131], [0.2883, 0.6854, 3.1568], [-0.6365, 0.0950, 1.7698], [0.7457, -1.5455, 4.3909], [-0.5465, -2.5002, 2.4378], [1.4464, -2.1943, 0.9328], [2.7509, -1.1595, 2.8481], [1.7187, -3.4621, 3.0738]], "lumo_energy_ev": 2.67, "homo_lumo_gap_ha": 0.226, "homo_ev": -3.46, "largest_force_ha_per_bohr": 0.0075, "charge": -1}



Entry 2:
{"formula": "C6H13FN5", "method": "wB97M-V/def2-TZVPD", "elements": ["C", "C", "C", "C", "N", "C", "N", "N", "C", "N", "N", "F", "H", "H", "H", "H", "H", "H", "H", "H", "H", "H", "H", "H", "H"], "coordinates": [[-0.3991, 2.6820, 0.9798], [-1.1371, 1.5711, 0.2431], [-1.5913, 1.4628, -1.2700], [-0.2291, 0.4141, 0.4003], [1.0152, 0.3141, 0.6198], [1.7838, -0.8157, 0.6803], [3.0522, -0.7888, 1.1565], [1.2424, -1.9698, 0.2328], [-0.1643, -2.1390, -0.2695], [-0.0796, -1.9264, -1.7097], [-0.9733, -1.2092, 0.4786], [-2.2654, -1.3558, 0.0503], [-0.6214, 2.7201, 2.0051], [-0.7890, 3.6185, 0.6876], [0.5898, 2.6709, 0.8962], [-2.0799, 1.1619, 0.8170], [-2.3624, 2.1050, -1.3990], [-1.9049, 0.5223, -1.5259], [-0.6683, 1.6290, -2.0018], [3.2206, 0.0552, 1.6748], [3.3189, -1.7154, 1.3452], [1.9466, -2.6086, -0.0665], [-0.3613, -3.1423, 0.1490], [-1.0606, -1.9753, -2.0425], [0.5176, -1.2806, -2.1313]], "de_lowest_kcal_mol": 53.4, "lumo_energy_ev": -4.54, "homo_lumo_gap_ha": 0.320, "homo_ev": -13.25, "largest_force_ha_per_bohr": 0.1105, "charge": 1}



Entry 3:
{"formula": "C6H13FO7PS", "method": "wB97M-V/def2-TZVPD", "elements": ["O", "C", "C", "C", "C", "C", "S", "O", "O", "O", "C", "F", "P", "O", "O", "H", "H", "H", "H", "H", "H", "H", "H", "H", "H", "O", "H", "H", "H"], "coordinates": [[1.9054, -3.1818, 0.5092], [1.6395, -2.0447, 0.5051], [0.7216, -1.4471, -0.5810], [0.4178, 0.0406, -0.2524], [-1.0205, 0.1292, 0.3211], [-2.1410, 0.0991, -0.7378], [-1.7351, 1.2645, -2.0515], [-1.7401, 0.6612, -3.3303], [-2.7148, 2.2837, -1.9771], [-0.3274, 1.9717, -1.6389], [0.7190, 1.0408, -1.4034], [1.0026, 0.4491, -2.5939], [2.2291, 2.1718, -1.0384], [1.9473, 2.9649, 0.3744], [3.5552, 1.1936, -0.9137], [2.0966, -1.3843, 1.2821], [1.2420, -1.6176, -1.5254], [-0.2053, -2.0240, -0.5546], [1.0726, 0.3203, 0.5867], [-1.1294, 1.0395, 0.9210], [-1.1866, -0.7397, 0.9730], [-3.0506, 0.4665, -0.2629], [-2.3564, -0.8889, -1.1463], [2.0176, 2.3629, 1.1404], [3.5034, 0.4632, -1.5522], [-1.5199, -1.3787, 3.5390], [-0.9564, -1.9761, 4.0801], [-1.5715, -0.4791, 3.9316], [-2.4144, -1.7606, 3.3962]], "lumo_energy_ev": -6.09, "homo_lumo_gap_ha": 0.185, "homo_ev": -11.11, "largest_force_ha_per_bohr": 0.0818, "charge": 1}



Entry 4:
{"formula": "C6H13INS", "method": "wB97M-V/def2-TZVPD", "elements": ["C", "C", "S", "C", "C", "N", "C", "C", "I", "H", "H", "H", "H", "H", "H", "H", "H", "H", "H", "H", "H", "H"], "coordinates": [[1.2889, -0.7184, -1.7710], [0.4917, 0.1248, -0.7723], [0.4266, 1.8448, -1.3690], [1.1863, 0.1297, 0.5730], [0.2919, 0.6543, 1.6111], [-0.8843, -0.2535, 1.7947], [-1.6944, 0.0909, 0.6534], [-0.9497, -0.4815, -0.5245], [-2.2153, -0.3219, -2.2551], [0.9240, -0.5336, -2.8098], [1.1453, -1.7410, -1.3013], [2.2962, -0.5438, -1.8962], [0.6694, 1.5633, -2.6073], [2.0867, 0.8806, 0.5593], [1.5781, -0.9100, 0.7794], [0.7862, 0.7672, 2.6450], [-0.1408, 1.6628, 1.4699], [-0.5443, -1.2724, 1.7053], [-1.2694, -0.1053, 2.8069], [-2.0114, 1.0749, 0.5790], [-2.6416, -0.3688, 0.6115], [-0.8200, -1.5427, -0.4820]], "de_lowest_kcal_mol": 0.0, "lumo_energy_ev": -3.67, "homo_lumo_gap_ha": 0.324, "homo_ev": -12.47, "largest_force_ha_per_bohr": 0.0844, "charge": 1}